{"formula": "C4H11N3O2", "method": "ωB97M-V/def2-TZVPD", "species": ["C", "N", "C", "N", "C", "C", "O", "O", "H", "H", "H", "H", "H", "H", "H", "H", "N", "H", "H", "H"], "xyz": [[-1.3653, 2.2731, 0.2187], [-0.1166, 1.5616, 0.2921], [0.2083, 0.3665, 0.5649], [-0.6300, -0.6377, 0.9874], [-0.2343, -2.0281, 1.2950], [1.6861, 0.1433, 0.1870], [2.2508, -0.8970, 0.4291], [2.2594, 1.1786, -0.3967], [-0.9928, 3.2941, 0.7081], [-1.6657, 2.3621, -0.7838], [-2.1558, 1.7585, 0.6480], [-1.5657, -0.4442, 0.6528], [-0.5644, -2.4172, 2.1847], [-0.6491, -2.6357, 0.5580], [0.8567, -1.9108, 1.4539], [1.5852, 1.7977, -0.4190], [0.2503, -0.9776, -1.8300], [-0.6286, -0.7716, -2.2811], [0.5577, -1.7838, -2.3068], [0.9139, -0.2318, -2.1624]], "forces_ev_per_a": [[3.151, 1.641, 1.816], [0.737, 0.372, -1.103], [-0.469, 0.076, -0.282], [0.030, 0.513, 0.433], [1.863, 2.971, -0.614], [-0.014, -1.799, 1.501], [0.439, 0.711, -0.328], [2.685, -2.629, -0.040], [-1.997, -1.844, -1.095], [-0.004, 0.717, -1.582], [-1.759, -0.513, 1.731], [0.048, -0.392, 0.395], [-1.452, -0.216, 2.537], [0.307, -1.353, -1.658], [-0.654, -1.076, -0.933], [-2.817, 2.933, -0.097], [0.557, 1.831, -0.573], [-0.347, 0.296, -0.067], [0.617, -1.367, -0.446], [-0.919, -0.874, 0.406]], "homo_ev": -8.9, "lumo_energy_ev": 0.647, "charge": 0, "total_energy_ha": -473.7113, "orbital_gap_ev": 9.5, "de_lowest_kj_mol": 240.3}


{"formula": "C37H36BDyNO3P2", "method": "ωB97M-V/def2-TZVPD", "species": ["Dy", "O", "C", "C", "C", "C", "C", "C", "N", "H", "H", "H", "H", "H", "H", "H", "C", "C", "C", "C", "C", "C", "P", "C", "C", "C", "C", "C", "C", "C", "C", "C", "C", "C", "C", "C", "C", "C", "C", "H", "H", "H", "H", "H", "H", "H", "H", "H", "H", "H", "H", "H", "H", "H", "H", "C", "P", "C", "C", "H", "H", "H", "H", "H", "H", "H", "H", "H", "O", "B", "O", "C", "C", "C", "C", "C", "C", "H", "H", "H", "H"], "xyz": [[0.6336, 0.9566, -1.0143], [1.6643, -1.1419, -1.1325], [2.3257, -1.4953, -2.4078], [2.0977, -0.3738, -3.3775], [2.9252, -0.3497, -4.5245], [2.4931, 0.4296, -5.5967], [1.3201, 1.1592, -5.5227], [0.5437, 1.0580, -4.3729], [0.9792, 0.4908, -3.2627], [1.3762, -1.9105, -0.5971], [1.9518, -2.4625, -2.7980], [3.4096, -1.5345, -2.3009], [3.9391, -0.8464, -4.5437], [3.0374, 0.4089, -6.5266], [1.0212, 1.8661, -6.2218], [-0.4063, 1.5610, -4.3639], [-4.9817, 3.7817, 3.8619], [-3.7952, 4.1113, 4.5405], [-2.5504, 3.7693, 3.9838], [-2.4921, 3.1649, 2.7198], [-3.6924, 2.8078, 2.0414], [-4.9083, 3.1063, 2.6699], [-0.8978, 2.7911, 1.9450], [-1.3444, 1.7209, 0.4997], [-1.8086, 2.3067, -0.7257], [-2.2203, 1.4397, -1.7739], [-2.1262, 0.0475, -1.6457], [-1.6133, -0.5256, -0.4376], [-1.1030, 0.2846, 0.6240], [-0.4533, 4.2391, 1.0127], [-1.1589, 5.5024, 1.1042], [-0.5714, 6.6213, 0.5590], [0.5323, 6.5996, -0.2436], [1.1104, 5.3773, -0.6080], [2.1511, 5.3007, -1.5239], [2.9758, 4.1420, -1.5827], [2.7419, 3.1187, -0.6961], [1.5031, 3.0012, -0.0045], [0.7364, 4.1463, 0.1626], [-5.9121, 4.2075, 4.1688], [-3.9401, 4.5792, 5.5553], [-1.6501, 4.0370, 4.5057], [-3.6776, 2.3819, 1.0434], [-5.8413, 2.8519, 2.1508], [-1.7635, 3.4171, -0.8555], [-2.4347, 1.9229, -2.7342], [-2.4503, -0.5857, -2.4612], [-1.4090, -1.5946, -0.3069], [-0.8192, -0.1875, 1.5939], [-2.0789, 5.5509, 1.6543], [-0.9726, 7.6654, 0.7656], [0.8685, 7.5295, -0.7144], [2.3988, 6.1899, -2.0735], [3.8114, 4.0312, -2.2797], [3.5356, 2.4186, -0.6308], [0.5863, -6.0861, 4.0751], [1.8270, -4.9667, 3.3288], [3.4395, -5.5048, 2.7347], [2.0079, -3.2393, 3.7807], [-0.2827, -5.9923, 3.4172], [0.3106, -5.7664, 5.1195], [1.0481, -7.1399, 4.0202], [3.6559, -4.9438, 1.8463], [3.3225, -6.6045, 2.4920], [4.2626, -5.4046, 3.4417], [2.6910, -3.1608, 4.5956], [1.0287, -2.8454, 4.0865], [2.4160, -2.6839, 2.8806], [1.3779, -5.6111, 0.1077], [1.0756, -5.0856, 1.4178], [-0.3014, -4.6671, 1.3371], [-0.6715, -4.6315, 0.0043], [-1.8973, -4.4517, -0.4183], [-2.1286, -4.6690, -1.7808], [-1.1249, -5.1462, -2.5864], [0.1396, -5.4635, -2.0550], [0.3614, -5.2463, -0.7405], [-2.7581, -4.1074, 0.1879], [-3.0880, -4.3854, -2.2273], [-1.2220, -5.3500, -3.6795], [0.9136, -5.9322, -2.6864]], "forces_ev_per_a": [[-0.311, 1.680, 1.248], [0.958, -1.567, -0.913], [-0.447, 0.616, 1.176], [-0.862, 1.377, -1.858], [-0.123, 0.023, 0.971], [0.083, 0.112, -0.217], [0.371, -1.397, 1.463], [1.093, 0.988, -0.208], [1.511, -3.845, -1.354], [0.310, 0.438, -0.578], [0.040, 0.600, 0.159], [0.029, -0.413, 0.498], [-1.534, 0.236, -0.039], [0.373, 0.294, -0.017], [-0.516, 0.658, -1.656], [-0.209, 0.338, 0.492], [1.378, 0.597, 0.167], [-0.536, -0.127, 0.657], [-1.151, 0.152, -0.043], [-1.265, -0.139, -0.933], [0.248, 0.770, 1.525], [-0.342, -0.496, -1.439], [0.710, -1.311, -0.162], [-0.261, 1.097, 0.275], [0.312, -1.435, 0.814], [1.143, 2.339, -0.166], [0.675, -1.907, 1.984], [-0.036, 0.687, -0.748], [-1.501, -0.343, 0.094], [-0.478, 2.960, -0.901], [1.693, -3.612, 0.318], [-0.112, 3.218, -0.257], [-0.724, 0.347, -0.639], [0.127, -1.670, 1.751], [1.388, -1.438, -0.266], [-0.585, 2.219, -0.344], [-2.108, 0.240, 0.083], [1.480, -1.077, 0.842], [-0.733, 2.568, -1.044], [-0.525, -0.236, 0.514], [0.684, -0.330, -1.269], [0.340, -0.045, 0.115], [0.036, -0.065, 0.298], [0.363, 0.139, 0.155], [-0.314, -1.174, 0.162], [-0.260, -0.428, 0.299], [0.061, -0.121, 0.072], [-0.530, 0.153, -0.468], [-0.256, 0.652, -0.937], [-0.171, 0.078, 0.298], [0.158, -1.568, -0.170], [0.054, -0.332, 0.277], [0.078, 0.149, -0.411], [-0.135, 0.516, 0.225], [0.344, -1.338, 0.077], [0.983, -0.572, 1.172], [-0.390, -0.110, -3.865], [0.377, -2.317, 1.399], [-0.895, 0.399, -0.909], [0.092, -0.155, 0.248], [0.409, -0.631, -0.994], [-0.920, 1.542, 0.283], [0.025, 0.257, -0.464], [0.332, 1.184, 0.012], [-0.065, 0.001, 0.060], [0.563, 0.104, 0.661], [0.333, 0.140, -0.216], [-0.562, -0.618, 0.993], [1.367, 0.912, 1.815], [-3.264, 0.299, -1.581], [2.071, 0.532, 0.927], [3.081, -2.261, 1.994], [-3.903, 1.289, -1.238], [-0.526, 0.493, -0.680], [0.892, -0.470, -1.125], [1.019, -0.913, -1.424], [-1.437, 0.993, 1.313], [0.955, -0.225, -0.120], [0.313, -0.339, 0.309], [-0.343, 0.380, 1.116], [-0.524, 0.261, 0.343]], "s2": 9.601, "homo_ev": [-7.5, -5.9], "lumo_energy_ev": [-3.436, -3.502], "charge": 1, "multiplicity": 6, "total_energy_ha": -3304.2297, "orbital_gap_ev": [4.0, 2.4], "de_lowest_kj_mol": 220.2}


{"formula": "C4H8O", "method": "ωB97M-V/def2-TZVPD", "species": ["C", "C", "C", "O", "C", "H", "H", "H", "H", "H", "H", "H", "H"], "xyz": [[-1.2741, -0.8393, 0.0652], [-0.0177, -0.0917, 0.4686], [1.2838, -0.3377, -0.3091], [1.5462, 1.0702, -0.3903], [0.1944, 1.3560, -0.0035], [-2.1488, -0.4806, 0.6190], [-1.1746, -1.9127, 0.2624], [-1.4781, -0.7134, -1.0044], [0.1554, -0.1736, 1.5469], [1.1085, -0.7755, -1.3044], [2.0939, -0.8814, 0.1883], [0.1290, 2.1577, 0.7405], [-0.4179, 1.6221, -0.8791]], "forces_ev_per_a": [[-0.026, 0.001, -0.047], [-0.040, -0.043, 0.089], [0.085, -0.380, -0.016], [0.134, 0.111, -0.088], [-0.316, 0.221, 0.074], [0.128, -0.036, -0.073], [-0.008, 0.147, -0.008], [0.042, -0.012, 0.129], [-0.020, 0.009, -0.147], [0.041, 0.083, 0.120], [-0.116, 0.070, -0.054], [0.048, -0.118, -0.109], [0.049, -0.052, 0.131]], "homo_ev": -9.6, "lumo_energy_ev": 1.147, "charge": 0, "total_energy_ha": -232.4017, "orbital_gap_ev": 10.8, "de_lowest_kj_mol": 115.4}


{"formula": "CH3NO2", "method": "ωB97M-V/def2-TZVPD", "species": ["C", "N", "O", "O", "H", "H", "H"], "xyz": [[-0.2880, -0.7615, 0.1098], [-0.3992, 0.6232, -0.0391], [0.7100, 2.6068, -0.1798], [0.8075, 1.3409, -0.0521], [0.2580, -1.1916, 0.9997], [-1.2689, -1.2875, -0.0771], [0.1805, -1.3302, -0.7615]], "forces_ev_per_a": [[1.141, -3.536, -1.093], [-0.003, 3.019, -0.339], [-0.643, -0.319, -0.010], [-0.629, -2.499, 0.299], [-0.709, 0.803, -0.574], [0.388, 1.298, 1.144], [0.455, 1.234, 0.574]], "homo_ev": [-10.6, -10.3], "lumo_energy_ev": [-0.869, -0.859], "charge": 0, "total_energy_ha": -244.8913, "orbital_gap_ev": [9.8, 9.5], "de_lowest_kj_mol": 755.7}


{"formula": "C5H8O", "method": "ωB97M-V/def2-TZVPD", "species": ["C", "C", "C", "C", "O", "C", "H", "H", "H", "H", "H", "H", "H", "H"], "xyz": [[1.3636, -0.3862, 0.4684], [0.6358, 0.6526, -0.3516], [-0.7442, 0.4553, -1.0153], [-1.7266, -0.1796, -0.0579], [-1.3503, 0.6245, 0.9577], [-0.5202, 1.4406, 0.0993], [0.6885, -0.8995, 1.1570], [2.1577, 0.0904, 1.0538], [1.8225, -1.1338, -0.1864], [1.2766, 1.2338, -1.0162], [-0.8863, 0.5878, -2.0806], [-0.7759, -2.9289, 0.3026], [-1.3029, -2.4012, 0.2352], [-0.6608, 2.5140, 0.1486]], "forces_ev_per_a": [[-0.049, -0.022, 0.034], [0.148, 0.078, 0.076], [-0.220, -0.165, -0.309], [0.160, 0.282, -0.005], [-0.094, -0.136, 0.001], [0.151, 0.283, 0.060], [0.096, 0.077, -0.106], [-0.121, -0.072, -0.093], [-0.084, 0.106, 0.100], [-0.121, -0.077, 0.078], [0.027, -0.021, 0.183], [-0.011, -0.030, -0.004], [0.067, -0.133, 0.015], [0.052, -0.172, -0.029]], "homo_ev": -8.6, "lumo_energy_ev": 0.721, "charge": 0, "total_energy_ha": -270.3505, "orbital_gap_ev": 9.3, "de_lowest_kj_mol": 544.5}